1.
{
  "formula": "H28O14",
  "method": "ωB97M-V/def2-TZVPD",
  "elements": ["H", "H", "H", "H", "H", "H", "H", "H", "H", "H", "H", "H", "H", "H", "H", "H", "H", "H", "H", "H", "H", "H", "H", "H", "H", "H", "H", "H", "O", "O", "O", "O", "O", "O", "O", "O", "O", "O", "O", "O", "O", "O"],
  "xyz": [[-0.42, 0.58, 0.16], [0.41, -0.69, 0.20], [-5.19, 0.93, 3.24], [-3.74, 0.50, 3.28], [3.62, 0.68, 1.66], [2.81, 1.96, 1.55], [3.97, -2.12, 0.60], [4.12, -2.09, 2.11], [-1.04, 2.98, -1.30], [-0.38, 3.39, 0.01], [-4.50, -1.91, -1.56], [-3.83, -1.28, -2.77], [1.55, 1.41, -1.76], [1.08, 2.44, -0.75], [2.02, -0.75, -0.57], [2.64, 0.61, -0.29], [-2.04, 0.11, 0.92], [-3.04, -1.03, 0.97], [-2.53, -2.18, -0.75], [-2.47, -3.27, 0.31], [2.68, 3.08, -0.24], [3.37, 4.33, -0.78], [0.24, -3.33, 1.22], [1.55, -2.59, 1.41], [-5.18, 1.50, -1.49], [-3.78, 0.94, -1.35], [4.00, -1.59, -2.39], [4.08, -3.10, -2.58], [-0.47, -0.35, 0.42], [-4.62, 0.22, 3.54], [3.70, 1.60, 1.40], [4.50, -1.73, 1.30], [-1.05, 3.67, -0.63], [-4.17, -1.07, -1.89], [1.11, 1.49, -0.91], [2.71, -0.32, -0.05], [-2.75, -0.25, 1.45], [-2.30, -3.11, -0.62], [2.94, 3.98, 0.01], [0.88, -2.78, 0.75], [-4.31, 1.54, -1.88], [3.82, -2.43, -1.94]],
  "energy_ev": -29118.1960,
  "largest_force_ha_per_bohr": 0.0178,
  "gap_ha": 0.37550,
  "lumo_ev": -0.494,
  "charge": 0,
  "e_above_lowest_kcal_mol": 79.7,
  "molar_mass_g_mol": 252.21
}

***

2.
{
  "formula": "C57H164AlN22O35S",
  "method": "ωB97M-V/def2-TZVPD",
  "elements": ["Al", "S", "O", "O", "O", "O", "O", "C", "C", "O", "H", "H", "H", "H", "C", "O", "N", "N", "H", "H", "H", "H", "C", "O", "N", "N", "H", "H", "H", "H", "C", "O", "N", "N", "H", "H", "H", "H", "C", "O", "N", "N", "H", "H", "H", "H", "C", "O", "N", "N", "H", "H", "H", "H", "C", "O", "N", "N", "H", "H", "H", "H", "C", "O", "N", "N", "H", "H", "H", "H", "C", "O", "C", "C", "N", "C", "C", "O", "C", "H", "H", "H", "H", "H", "H", "H", "H", "H", "H", "H", "H", "H", "H", "H", "C", "O", "C", "C", "N", "C", "C", "O", "C", "H", "H", "H", "H", "H", "H", "H", "H", "H", "H", "H", "H", "H", "H", "H", "C", "O", "C", "C", "N", "C", "C", "O", "C", "H", "H", "H", "H", "H", "H", "H", "H", "H", "H", "H", "H", "H", "H", "H", "C", "O", "C", "C", "N", "C", "C", "O", "C", "H", "H", "H", "H", "H", "H", "H", "H", "H", "H", "H", "H", "H", "H", "H", "C", "O", "C", "C", "N", "C", "C", "O", "C", "H", "H", "H", "H", "H", "H", "H", "H", "H", "H", "H", "H", "H", "H", "H", "C", "O", "C", "C", "N", "C", "C", "O", "C", "H", "H", "H", "H", "H", "H", "H", "H", "H", "H", "H", "H", "H", "H", "H", "C", "O", "C", "C", "N", "C", "C", "O", "C", "H", "H", "H", "H", "H", "H", "H", "H", "H", "H", "H", "H", "H", "H", "H", "C", "O", "C", "C", "N", "C", "C", "O", "C", "H", "H", "H", "H", "H", "H", "H", "H", "H", "H", "H", "H", "H", "H", "H", "O", "H", "H", "O", "H", "H", "O", "H", "H", "O", "H", "H", "O", "H", "H", "O", "H", "H"],
  "xyz": [[-28.21, 2.25, 23.15], [-30.57, 3.00, 23.43], [-29.96, 1.63, 23.07], [-29.20, 3.64, 23.72], [-31.06, 3.61, 22.16], [-31.63, 2.98, 24.41], [-23.31, 2.12, 22.07], [-24.36, 2.74, 22.11], [-26.06, -1.43, 23.52], [-25.00, -1.04, 23.94], [-25.27, 2.23, 22.52], [-24.52, 3.79, 21.66], [-26.30, -1.40, 22.46], [-26.84, -1.77, 24.22], [-27.22, -5.85, 21.58], [-26.85, -5.21, 22.52], [-26.67, -7.06, 21.15], [-28.21, -5.36, 20.80], [-25.96, -7.43, 21.78], [-27.08, -7.61, 20.47], [-28.55, -5.70, 19.91], [-28.55, -4.45, 21.10], [-27.74, 2.95, 27.43], [-28.62, 2.17, 27.71], [-27.34, 4.02, 28.21], [-26.93, 2.70, 26.39], [-26.36, 4.38, 28.25], [-27.80, 3.94, 29.08], [-27.31, 2.57, 25.45], [-26.14, 3.35, 26.22], [-23.11, 4.91, 27.81], [-24.34, 4.78, 27.81], [-22.42, 4.55, 29.00], [-22.32, 5.35, 26.82], [-21.52, 4.10, 29.02], [-23.12, 4.12, 29.62], [-21.34, 5.44, 27.04], [-22.79, 5.99, 26.15], [-31.93, -3.76, 22.54], [-32.72, -4.56, 22.07], [-30.64, -3.89, 22.34], [-32.35, -2.71, 23.29], [-30.04, -3.55, 23.09], [-30.43, -4.85, 22.07], [-31.81, -2.08, 23.84], [-33.32, -2.62, 23.51], [-24.77, 6.22, 19.25], [-24.01, 7.18, 19.33], [-26.09, 6.25, 18.77], [-24.22, 4.97, 19.53], [-26.30, 7.12, 18.28], [-26.86, 5.80, 19.22], [-24.40, 4.17, 18.92], [-23.24, 4.98, 19.86], [-28.45, -3.59, 25.59], [-29.33, -3.18, 24.78], [-27.36, -4.27, 25.12], [-28.64, -3.48, 26.94], [-26.59, -4.64, 25.68], [-27.53, -4.51, 24.18], [-27.71, -3.27, 27.38], [-29.18, -2.64, 27.15], [-29.62, 3.53, 18.07], [-28.98, 4.25, 17.37], [-29.65, 3.71, 19.39], [-30.30, 2.60, 17.39], [-29.23, 4.61, 19.63], [-30.17, 3.31, 20.15], [-31.10, 2.12, 17.72], [-29.95, 2.56, 16.46], [-21.72, -0.30, 21.67], [-20.82, -1.26, 22.23], [-21.34, -1.85, 23.43], [-20.27, -2.80, 23.86], [-20.16, -3.94, 22.98], [-18.92, -4.71, 23.05], [-18.75, -5.24, 21.62], [-18.69, -4.26, 20.61], [-17.57, -3.46, 20.75], [-21.17, 0.12, 20.87], [-21.97, 0.45, 22.45], [-22.65, -0.80, 21.48], [-22.22, -2.48, 23.31], [-21.68, -1.08, 24.17], [-20.42, -3.13, 24.91], [-19.40, -2.08, 23.84], [-20.25, -3.46, 22.09], [-18.94, -5.56, 23.73], [-18.01, -4.19, 23.36], [-19.74, -5.70, 21.46], [-17.99, -6.01, 21.46], [-17.65, -2.75, 21.62], [-17.44, -2.80, 19.88], [-16.72, -4.09, 20.89], [-22.58, -12.40, 24.46], [-23.53, -11.46, 24.06], [-24.70, -11.51, 24.83], [-25.32, -10.15, 24.74], [-24.41, -9.17, 25.40], [-24.92, -7.78, 25.35], [-23.90, -6.87, 26.06], [-22.85, -6.45, 25.17], [-23.05, -5.20, 24.57], [-22.40, -12.37, 25.53], [-21.65, -12.23, 23.93], [-22.92, -13.44, 24.23], [-24.46, -11.68, 25.87], [-25.41, -12.31, 24.50], [-26.30, -10.11, 25.24], [-25.46, -9.95, 23.68], [-23.53, -9.07, 24.89], [-25.84, -7.76, 25.96], [-25.21, -7.38, 24.38], [-23.48, -7.51, 26.86], [-24.38, -5.95, 26.43], [-22.28, -5.12, 23.82], [-23.14, -4.38, 25.30], [-23.96, -5.28, 23.94], [-20.28, 5.51, 16.42], [-21.00, 4.35, 16.83], [-21.10, 3.45, 15.76], [-21.56, 2.18, 16.33], [-20.45, 1.63, 17.14], [-20.81, 0.39, 17.86], [-19.54, -0.22, 18.51], [-19.06, 0.67, 19.51], [-18.08, 0.06, 20.37], [-20.86, 6.10, 15.73], [-19.36, 5.26, 15.87], [-20.06, 6.07, 17.31], [-20.15, 3.39, 15.23], [-21.76, 3.80, 14.95], [-21.82, 1.42, 15.58], [-22.51, 2.38, 16.88], [-20.17, 2.27, 17.87], [-21.21, -0.32, 17.12], [-21.62, 0.52, 18.59], [-18.87, -0.54, 17.76], [-19.97, -1.06, 19.02], [-17.19, -0.02, 19.75], [-18.45, -0.90, 20.76], [-17.82, 0.72, 21.22], [-13.70, 1.66, 27.85], [-15.07, 1.35, 27.57], [-15.18, 0.09, 26.90], [-16.66, -0.04, 26.54], [-17.14, 1.04, 25.58], [-18.60, 0.94, 25.49], [-19.17, 1.97, 24.53], [-18.91, 3.28, 25.07], [-19.68, 4.27, 24.44], [-13.68, 2.19, 28.82], [-13.25, 2.27, 27.03], [-13.09, 0.75, 27.99], [-14.86, -0.70, 27.60], [-14.52, 0.04, 26.04], [-17.26, 0.03, 27.44], [-16.86, -1.00, 26.11], [-16.89, 1.91, 26.07], [-19.11, 0.91, 26.43], [-18.90, -0.01, 25.00], [-20.21, 1.83, 24.42], [-18.71, 1.91, 23.56], [-19.59, 5.25, 24.89], [-20.74, 4.00, 24.41], [-19.28, 4.36, 23.42], [-26.50, -2.35, 19.25], [-26.07, -1.11, 18.78], [-26.81, -0.01, 19.19], [-26.01, 1.32, 18.98], [-26.28, 1.88, 17.63], [-25.36, 1.25, 16.65], [-25.33, 2.05, 15.35], [-24.56, 3.18, 15.52], [-25.29, 4.37, 15.77], [-25.86, -3.13, 18.88], [-27.47, -2.54, 18.84], [-26.53, -2.44, 20.36], [-26.90, -0.13, 20.30], [-27.81, 0.16, 18.79], [-24.97, 1.22, 19.29], [-26.51, 2.09, 19.65], [-26.23, 2.89, 17.66], [-25.70, 0.18, 16.60], [-24.31, 1.08, 16.96], [-26.33, 2.33, 14.95], [-24.80, 1.49, 14.56], [-25.92, 4.59, 14.93], [-24.57, 5.14, 15.95], [-25.85, 4.28, 16.67], [-20.22, -9.56, 15.45], [-21.43, -9.09, 16.05], [-21.19, -7.98, 16.90], [-22.55, -7.70, 17.58], [-22.45, -6.42, 18.34], [-23.55, -6.07, 19.18], [-23.22, -4.72, 19.80], [-23.27, -3.67, 18.85], [-22.72, -2.59, 19.58], [-19.46, -9.96, 16.16], [-19.86, -8.75, 14.86], [-20.41, -10.42, 14.77], [-21.04, -7.14, 16.21], [-20.38, -8.14, 17.62], [-22.71, -8.53, 18.27], [-23.33, -7.62, 16.84], [-22.38, -5.73, 17.59], [-23.70, -6.92, 19.89], [-24.45, -6.06, 18.51], [-22.20, -4.70, 20.22], [-23.90, -4.41, 20.57], [-21.66, -2.79, 19.71], [-23.15, -2.62, 20.60], [-22.90, -1.62, 19.13], [-21.35, 7.55, 21.99], [-21.47, 6.92, 23.28], [-22.70, 6.20, 23.36], [-23.82, 7.08, 23.89], [-23.77, 7.42, 25.32], [-25.08, 7.62, 25.90], [-24.89, 8.21, 27.36], [-24.35, 9.56, 27.33], [-24.31, 10.17, 28.61], [-21.18, 6.78, 21.23], [-20.50, 8.23, 22.10], [-22.24, 8.10, 21.74], [-22.52, 5.38, 24.04], [-23.03, 5.75, 22.38], [-24.80, 6.63, 23.65], [-23.84, 7.94, 23.22], [-23.14, 8.19, 25.47], [-25.66, 6.73, 25.94], [-25.67, 8.39, 25.37], [-24.24, 7.54, 27.90], [-25.87, 8.32, 27.76], [-23.95, 11.18, 28.50], [-23.62, 9.75, 29.38], [-25.31, 10.18, 29.07], [-22.64, 1.18, 26.12], [-21.90, 0.08, 26.42], [-22.67, -1.07, 26.73], [-22.67, -1.32, 28.23], [-21.45, -1.86, 28.74], [-20.19, -1.21, 28.57], [-20.13, 0.05, 29.35], [-18.82, 0.51, 29.52], [-18.85, 1.86, 30.11], [-23.27, 1.07, 25.23], [-21.94, 1.98, 26.08], [-23.36, 1.46, 26.94], [-22.29, -1.95, 26.24], [-23.73, -0.98, 26.46], [-23.49, -2.01, 28.35], [-23.00, -0.40, 28.74], [-21.55, -1.93, 29.75], [-20.02, -0.93, 27.53], [-19.32, -1.82, 28.86], [-20.55, -0.11, 30.35], [-20.73, 0.85, 28.88], [-19.72, 1.94, 30.74], [-18.84, 2.50, 29.26], [-17.92, 1.88, 30.72], [-25.77, -0.09, 26.87], [-26.08, 0.87, 26.80], [-25.54, -0.24, 25.94], [-21.27, 4.14, 20.04], [-21.07, 3.77, 19.16], [-20.91, 3.51, 20.65], [-28.95, -0.39, 25.94], [-28.33, 0.22, 26.39], [-29.66, 0.22, 25.69], [-26.79, -2.05, 28.75], [-27.57, -1.51, 28.92], [-26.22, -1.44, 28.26], [-28.17, 6.97, 24.02], [-28.77, 7.00, 23.28], [-28.53, 6.27, 24.58], [-29.71, -1.42, 19.78], [-29.31, -0.56, 19.59], [-30.59, -1.14, 20.11]],
  "energy_ev": -183643.2513,
  "largest_force_ha_per_bohr": 0.0886,
  "gap_ha": 0.27015,
  "lumo_ev": 1.672,
  "charge": -1,
  "molar_mass_g_mol": 1777.11
}

***

3.
{
  "formula": "BH22O9",
  "method": "ωB97M-V/def2-TZVPD",
  "elements": ["B", "H", "H", "H", "H", "O", "H", "H", "O", "H", "H", "O", "H", "H", "O", "H", "H", "O", "H", "H", "O", "H", "H", "O", "H", "H", "O", "H", "H", "O", "H", "H"],
  "xyz": [[-0.02, 0.32, 0.43], [-0.13, 0.23, -0.85], [-1.28, 0.65, 0.91], [0.29, -0.86, 0.86], [0.93, 1.18, 0.65], [1.62, -1.50, -2.88], [1.17, -0.75, -2.65], [2.29, -1.46, -2.10], [2.34, 0.06, 3.04], [1.78, -0.10, 3.79], [1.56, 0.20, 2.55], [-1.01, -3.98, 2.62], [-0.25, -4.49, 2.46], [-0.77, -3.44, 1.86], [3.13, -0.79, -0.82], [2.23, -0.84, -0.45], [3.66, -1.43, -0.30], [0.28, 1.65, -3.57], [-0.38, 1.49, -3.00], [-0.17, 1.22, -4.55], [-1.43, 2.40, 3.22], [-1.33, 1.63, 2.91], [-0.59, 2.75, 2.90], [-3.62, -1.12, 1.18], [-2.73, -1.11, 0.87], [-3.73, -2.10, 1.21], [0.51, 3.71, -0.54], [1.31, 3.73, -0.77], [0.39, 2.80, -0.17], [-2.27, 0.35, -2.94], [-2.26, -0.44, -3.52], [-1.53, 0.05, -2.35]],
  "energy_ev": -19458.7263,
  "largest_force_ha_per_bohr": 0.2165,
  "gap_ha": 0.34081,
  "lumo_ev": 2.615,
  "charge": -1,
  "e_above_lowest_kcal_mol": 92.3,
  "molar_mass_g_mol": 176.98
}

***

4.
{
  "formula": "C6H24F3HfN12O6",
  "method": "ωB97M-V/def2-TZVPD",
  "elements": ["Hf", "F", "F", "F", "C", "O", "N", "N", "H", "H", "H", "H", "C", "O", "N", "N", "H", "H", "H", "H", "C", "O", "N", "N", "H", "H", "H", "H", "C", "O", "N", "N", "H", "H", "H", "H", "C", "O", "N", "N", "H", "H", "H", "H", "C", "O", "N", "N", "H", "H", "H", "H"],
  "xyz": [[-0.63, 0.07, -0.28], [-1.99, 0.01, -2.23], [0.49, 1.73, -1.51], [-2.47, 0.18, 1.32], [3.03, -0.02, 0.08], [1.75, -0.08, 0.37], [3.75, 1.06, 0.39], [3.68, -0.85, -0.72], [4.69, 1.18, 0.03], [3.50, 1.65, 1.16], [3.27, -1.74, -0.98], [4.64, -0.60, -0.90], [-2.95, 3.07, -0.73], [-2.11, 2.24, -0.53], [-3.36, 3.22, -1.92], [-3.29, 4.00, 0.12], [-2.91, 2.72, -2.67], [-3.68, 4.13, -2.23], [-4.00, 4.71, 0.01], [-2.85, 3.85, 1.02], [0.74, -1.44, 2.59], [-0.12, -1.23, 1.66], [0.68, -0.76, 3.73], [1.82, -2.19, 2.54], [1.30, -0.85, 4.52], [-0.25, -0.46, 3.99], [2.19, -2.53, 3.41], [2.06, -2.69, 1.69], [-2.20, -3.12, -0.46], [-1.42, -2.14, -0.59], [-1.86, -4.38, -0.35], [-3.51, -3.05, -0.47], [-0.90, -4.53, -0.64], [-2.55, -5.07, -0.09], [-3.94, -3.96, -0.39], [-3.95, -2.17, -0.68], [1.24, -1.81, -2.62], [0.67, -1.13, -1.78], [1.65, -1.59, -3.79], [1.25, -3.07, -2.50], [1.55, -0.72, -4.30], [1.78, -2.43, -4.33], [1.67, -3.59, -3.25], [1.14, -3.24, -1.51], [0.05, 2.96, 1.64], [-0.26, 1.80, 1.49], [0.35, 3.72, 0.64], [0.46, 3.54, 2.80], [0.87, 4.52, 0.97], [0.08, 3.52, -0.31], [0.28, 3.02, 3.65], [0.56, 4.53, 2.93]],
  "energy_ev": -46239.1657,
  "largest_force_ha_per_bohr": 0.1446,
  "gap_ha": 0.32065,
  "lumo_ev": -2.298,
  "charge": 1,
  "e_above_lowest_kcal_mol": 157.7,
  "molar_mass_g_mol": 595.82
}

***

5.
{
  "formula": "C14H26N4O11P2SSb2W",
  "method": "ωB97M-V/def2-TZVPD",
  "elements": ["W", "O", "S", "O", "O", "O", "O", "P", "O", "O", "O", "P", "O", "O", "O", "H", "H", "C", "Sb", "C", "C", "C", "C", "C", "C", "C", "C", "C", "Sb", "C", "C", "H", "H", "H", "H", "H", "H", "H", "H", "H", "H", "H", "H", "H", "H", "H", "H", "H", "H", "H", "H", "N", "C", "N", "N", "C", "N", "H", "H", "H", "H"],
  "xyz": [[-1.28, -0.59, 1.07], [-3.38, 0.46, -1.10], [-3.76, -0.04, 0.22], [-5.15, -0.04, 0.51], [-2.91, 0.71, 1.28], [-3.09, -1.41, 0.47], [-3.05, -1.20, 3.65], [-1.58, -0.93, 4.21], [-1.47, -0.43, 5.57], [-0.98, -0.10, 3.05], [-0.87, -2.39, 4.07], [-1.03, -3.37, 2.79], [0.18, -4.38, 3.01], [-2.31, -4.07, 2.70], [-0.59, -2.46, 1.60], [-3.60, -1.77, 4.20], [1.03, -3.95, 3.14], [-0.26, 1.65, -2.16], [-0.70, 1.93, -0.10], [-2.23, 3.38, -0.24], [1.01, 3.11, 0.51], [2.16, 2.84, -0.41], [2.31, 3.62, -1.55], [3.28, 3.35, -2.50], [4.13, 2.27, -2.31], [4.02, 1.50, -1.17], [3.05, 1.78, -0.20], [3.04, 0.97, 1.07], [1.59, -0.61, 1.31], [2.17, -1.03, 3.30], [2.55, -2.18, 0.25], [-0.01, 2.58, -2.65], [-1.20, 1.26, -2.56], [0.54, 0.93, -2.29], [-1.86, 4.24, -0.79], [-2.54, 3.68, 0.76], [-3.06, 2.91, -0.75], [1.24, 2.88, 1.55], [0.69, 4.15, 0.46], [1.64, 4.46, -1.70], [3.38, 3.98, -3.38], [4.90, 2.04, -3.04], [4.71, 0.69, -1.00], [2.91, 1.60, 1.95], [4.00, 0.47, 1.18], [3.23, -1.28, 3.33], [1.57, -1.85, 3.71], [1.97, -0.16, 3.92], [3.27, -2.67, 0.91], [3.07, -1.78, -0.62], [1.80, -2.90, -0.07], [-2.66, -3.29, -4.66], [-2.27, -2.42, -3.72], [-2.71, -1.15, -3.80], [-1.47, -2.86, -2.77], [-1.15, -2.07, -1.80], [-0.89, -1.36, -0.92], [-3.07, -2.99, -5.52], [-2.26, -4.21, -4.61], [-3.51, -0.93, -4.37], [-2.55, -0.54, -3.01]],
  "energy_ev": -87745.3095,
  "largest_force_ha_per_bohr": 0.0235,
  "gap_ha": [0.27720, 0.31929],
  "spin_multiplicity": 3,
  "lumo_ev": [-0.135, -0.271],
  "charge": 0,
  "e_above_lowest_kcal_mol": 13.9,
  "molar_mass_g_mol": 947.75
}

***

6.
{
  "formula": "C4H9INO",
  "method": "ωB97M-V/def2-TZVPD",
  "elements": ["C", "C", "C", "C", "N", "O", "I", "H", "H", "H", "H", "H", "H", "H", "H", "H"],
  "xyz": [[-2.11, 3.36, -0.46], [-2.44, 2.17, 1.55], [-1.00, 1.24, -0.31], [-1.93, 2.26, 0.30], [6.19, -4.09, -0.88], [-2.15, 4.28, -1.14], [-3.57, -1.88, 0.41], [-1.94, 1.36, 2.11], [-4.84, -2.51, -0.31], [-3.14, 2.87, 2.04], [-0.80, 0.43, 0.44], [-0.12, 1.53, -0.86], [-1.60, 0.58, -1.06], [5.89, -3.92, 0.12], [7.20, -4.49, -0.73], [6.37, -3.19, -1.22]],
  "energy_ev": -15922.5489,
  "largest_force_ha_per_bohr": 0.0824,
  "gap_ha": 0.19757,
  "lumo_ev": -6.503,
  "charge": 1,
  "e_above_lowest_kcal_mol": 55.2,
  "molar_mass_g_mol": 214.03
}